This record from OMol25 describes C3H5ClO as an isolated structure in a non-equilibrium geometry. The level of theory is ωB97M-V/def2-TZVPD.

Energy above the lowest of the compared OMol25 structures with the same formula, charge and spin in eV: 4.164
Strongest force on any atom in eV/Å: 8.5
Total energy in hartree: -652.58029
Frontier orbital gap in Eh: 0.3396

Structure (ORCA input):
```
! RIJCOSX wB97M-V def2-TZVPD def2/J DEFGRID3
* xyz 0 1
C -1.61 -0.49 0.13
C 0.37 0.29 -0.11
C 1.77 0.32 -0.39
H -2.00 -0.77 1.44
H -1.86 -1.49 -0.33
H -1.85 0.58 -0.34
H 0.10 1.33 0.44
H 2.37 -0.41 -0.85
O -0.25 -0.86 0.09
Cl 2.95 1.51 -0.09
*
```

***

This record from OMol25 describes a 2-piece molecular cluster, C2H10NSi overall in a non-equilibrium geometry. The level of theory is ωB97M-V/def2-TZVPD.

Energy above the lowest of the compared OMol25 structures with the same formula, charge and spin in eV: 3.958
Strongest force on any atom in eV/Å: 4.6
Total energy in hartree: -426.08820
Frontier orbital gap in Eh: 0.4004

Structure (ORCA input):
```
! RIJCOSX wB97M-V def2-TZVPD def2/J DEFGRID3
* xyz 1 1
C -0.73 0.82 -1.22
C 0.27 0.15 -0.42
N 0.36 0.95 1.54
Si 0.16 -1.77 -0.01
H -0.53 0.61 -2.25
H -1.83 0.40 -1.10
H -0.86 1.87 -1.08
H 1.30 0.44 -0.86
H -0.45 0.53 1.91
H 0.49 2.03 1.46
H 1.19 0.37 1.77
H -1.29 -2.13 0.03
H 1.10 -1.89 1.30
H 0.83 -2.40 -1.05
*
```

***

This record from OMol25 describes C51H49MnN6OP2S3 as an isolated structure. The level of theory is ωB97M-V/def2-TZVPD.

<S²>: 6.059
Strongest force on any atom in eV/Å: 0.7
Total energy in hartree: -5404.42916
Frontier orbital gap (spin up / spin down) in Eh: 0.2579 / 0.2439

Structure (ORCA input):
```
! RIJCOSX wB97M-V def2-TZVPD def2/J DEFGRID3
* xyz 2 5
Mn 0.32 -0.38 -0.13
O -0.08 -2.33 -2.95
S -0.71 -1.37 -2.02
C -1.38 -0.05 -3.00
C -1.58 -0.28 -4.36
C -2.02 0.78 -5.14
C -2.21 2.03 -4.57
C -1.98 2.24 -3.21
C -1.55 1.19 -2.41
P -1.29 1.36 -0.59
C -0.63 3.05 -0.43
C -1.43 4.19 -0.40
C -0.85 5.45 -0.38
C 0.53 5.59 -0.40
C 1.33 4.46 -0.43
C 0.75 3.20 -0.44
C -3.01 1.42 0.01
C -3.32 2.18 1.14
C -4.62 2.22 1.63
C -5.62 1.49 0.99
C -5.32 0.73 -0.13
C -4.02 0.71 -0.63
C -2.14 -2.18 -1.30
C -3.10 -2.61 -2.21
C -4.20 -3.31 -1.75
C -4.32 -3.58 -0.39
C -3.35 -3.15 0.51
C -2.23 -2.45 0.07
P -0.97 -1.88 1.29
C -1.97 -1.58 2.79
C -3.12 -0.80 2.70
C -3.90 -0.56 3.82
C -3.52 -1.09 5.05
C -2.39 -1.88 5.14
C -1.61 -2.13 4.02
C 0.00 -3.34 1.76
C -0.46 -4.64 1.60
C 0.33 -5.71 2.00
C 1.57 -5.48 2.57
C 2.03 -4.18 2.75
C 1.25 -3.11 2.33
H -1.37 -1.25 -4.78
H -2.18 0.64 -6.20
H -2.54 2.86 -5.18
H -2.12 3.23 -2.79
H -2.51 4.10 -0.39
H -1.48 6.33 -0.34
H 0.97 6.57 -0.39
H 2.41 4.56 -0.46
H 1.39 2.32 -0.44
H -2.55 2.75 1.65
H -4.85 2.82 2.49
H -6.63 1.52 1.37
H -6.09 0.18 -0.64
H -3.81 0.13 -1.51
H -2.99 -2.40 -3.26
H -4.96 -3.65 -2.44
H -5.19 -4.12 -0.02
H -3.48 -3.36 1.56
H -3.43 -0.40 1.74
H -4.79 0.05 3.74
H -4.13 -0.90 5.93
H -2.10 -2.30 6.10
H -0.73 -2.74 4.12
H -1.43 -4.84 1.16
H -0.04 -6.73 1.88
H 2.18 -6.32 2.89
H 2.99 -4.01 3.21
H 1.61 -2.10 2.47
S -0.46 1.33 2.93
C -0.30 2.99 2.96
N -0.17 4.14 2.96
C 2.86 -4.94 -2.44
C 1.55 -4.93 -1.68
N 1.43 -3.70 -0.89
C 2.30 -2.69 -0.86
N 1.91 -1.47 -0.44
C 2.94 -0.41 -0.43
C 3.96 -0.59 -1.54
C 4.60 -1.94 -1.31
N 3.57 -2.96 -1.22
C 3.93 -4.35 -1.54
H 2.78 -4.34 -3.35
H 3.12 -5.96 -2.72
H 1.49 -5.78 -1.00
H 0.70 -4.96 -2.36
H 0.49 -3.46 -0.61
H 3.43 -0.35 0.54
H 2.42 0.56 -0.57
H 4.71 0.20 -1.51
H 3.46 -0.57 -2.51
H 5.20 -1.92 -0.40
H 5.27 -2.20 -2.14
H 4.02 -4.93 -0.62
H 4.90 -4.33 -2.02
N 2.82 3.34 3.07
C 3.09 2.09 3.46
S 2.24 0.77 2.76
N 4.02 1.94 4.40
C 4.53 0.77 5.04
C 4.95 0.93 6.36
C 5.48 -0.15 7.05
C 5.58 -1.39 6.43
C 5.17 -1.53 5.11
C 4.65 -0.45 4.41
H 1.98 3.50 2.52
H 3.15 4.13 3.60
H 4.37 2.80 4.80
H 4.86 1.90 6.84
H 5.80 -0.01 8.07
H 5.98 -2.23 6.97
H 5.27 -2.49 4.62
H 4.37 -0.57 3.37
*
```